Record 1
The following is a DFT calculation (ωB97M-V/def2-TZVPD) of a structure of composition C5H22AgMnN6O13.

Structure (XYZ):
```
48
Properties=species:S:1:pos:R:3
Ag 3.848 0.389 0.945
Mn -0.328 -0.645 3.818
O -1.388 2.642 1.287
O 1.664 -4.138 -1.890
O 3.810 -1.460 4.872
O 1.741 -0.302 0.297
O -2.849 -0.756 -2.135
O 3.264 -0.575 2.910
O 1.724 -0.827 4.327
O -2.355 -0.421 3.335
O 0.210 -0.681 1.840
O -0.334 -0.027 -0.266
O 1.471 2.795 -1.542
O 3.768 1.319 -1.141
O -0.262 1.485 3.677
N -0.485 2.022 -2.341
N 1.369 -2.157 -2.856
N 1.391 1.277 -3.164
N -3.028 -0.122 -0.021
N -4.642 0.159 -1.184
N -0.358 -3.115 -2.032
C -3.433 -0.267 -1.228
C 0.814 2.058 -2.260
C 2.950 -0.924 4.040
C 0.559 -0.419 0.649
C 0.925 -3.240 -2.228
H -5.084 0.204 -2.091
H -4.975 0.305 -0.242
H -1.013 1.279 -2.775
H -0.555 2.855 0.868
H 0.714 -1.690 -3.466
H -3.672 0.255 0.659
H -2.752 0.373 3.694
H -0.841 2.071 3.191
H -0.954 -3.854 -1.687
H -0.702 -2.223 -2.355
H 0.221 2.061 4.270
H 3.046 1.929 -1.293
H -1.659 1.819 0.880
H 2.385 1.287 -3.342
H -3.087 -0.902 2.949
H 0.323 -0.077 -0.965
H -2.242 -0.665 0.307
H 0.772 0.736 -3.751
H 3.949 0.943 -2.003
H 2.371 -2.241 -2.945
H -0.933 2.863 -2.006
H 4.643 -1.399 4.399
```

strongest force on any atom = 7.8 eV/Å
frontier orbital gap (alpha / beta) = 4.30 / 5.78 eV
HOMO (alpha / beta) = -8.2 / -11.8 eV
charge = +1
spin multiplicity = 8


Record 2
The following is a DFT calculation (ωB97M-V/def2-TZVPD) of a cluster of 10 separate species, C42H64BFN2O31PS in total.

Structure (XYZ):
```
143
Properties=species:S:1:pos:R:3
S -3.362 3.065 0.853
P 0.337 3.470 0.667
F 3.717 0.885 1.300
O 1.994 7.137 -2.122
O -3.539 7.898 2.633
O -6.305 -12.446 -0.316
O 4.089 -1.371 -3.855
O -4.751 9.258 1.308
O 2.155 -5.900 -6.409
O -5.822 -11.453 1.648
O 10.825 -1.396 -2.723
O -6.984 -6.236 -0.930
O 2.323 5.287 9.157
O -5.771 -7.596 0.395
O 0.037 3.523 5.075
O 8.820 -0.613 -3.497
O -4.843 -10.687 -0.272
O 4.294 6.412 9.451
O 3.915 4.407 10.485
O 0.152 -2.343 -2.727
O -6.575 -5.627 1.237
O 4.131 7.510 -2.850
O 0.214 5.797 4.912
O -2.964 4.491 0.307
O 3.617 -4.141 -6.366
O 1.357 -2.765 -0.417
O -0.592 4.881 6.805
O 5.969 -0.913 -5.008
O 2.638 -4.907 -4.446
O 3.777 6.911 -0.707
O -4.740 2.748 0.152
O 4.774 0.800 -4.075
O 10.348 0.841 -2.705
O -4.342 9.867 3.475
N -2.463 -2.351 -0.961
N -0.367 -0.789 -0.760
C -0.383 4.258 2.249
C 5.173 6.852 -0.929
C 4.930 -0.389 -4.293
C -4.221 9.077 2.553
C -4.204 8.250 0.478
C 9.324 1.605 -3.312
C -5.481 -3.292 -0.221
C -2.180 1.722 0.296
C 1.601 -6.708 -5.388
C 0.490 4.707 -0.780
C 8.181 0.646 -3.394
C -0.101 4.635 5.555
C 5.360 7.669 -2.166
C -3.713 3.081 2.699
C 5.916 -2.317 -4.843
C -0.297 6.856 5.700
C -1.891 -0.992 -0.623
C -5.590 -11.460 0.302
C 4.484 -2.568 -4.498
C -0.383 6.256 7.066
C 0.327 0.541 -0.398
C 3.195 7.182 -1.912
C 1.984 0.662 -0.584
C -4.804 -3.371 -1.712
C -6.901 -12.336 1.884
C 0.661 -1.254 -3.590
C -3.586 -2.288 -1.971
C 2.747 3.630 10.667
C -6.859 -13.254 0.705
C 3.574 5.453 9.677
C 2.870 -4.915 -5.791
C -6.454 -6.417 0.315
C -3.820 7.179 1.447
C 1.919 3.967 9.469
C -0.545 1.850 0.170
C 2.763 -0.075 0.673
C 1.559 -5.791 -4.209
C -6.053 -8.315 -0.791
C -2.845 0.265 -0.113
C 0.588 -1.724 -5.189
C -6.437 -7.244 -1.759
C 10.064 -0.471 -2.954
B 0.415 -2.020 -1.280
H -7.174 -7.588 -2.489
H 2.137 3.319 8.614
H 1.958 -0.323 1.503
H 2.349 1.798 -0.559
H -6.767 -12.868 2.830
H -5.573 -6.833 -2.292
H 7.544 0.830 -4.264
H -0.036 -0.975 -5.851
H 1.626 5.075 -0.792
H -2.943 6.615 1.118
H -4.640 6.479 1.643
H -5.662 -3.078 -2.487
H 5.464 5.806 -1.072
H 2.266 3.928 11.605
H 2.339 0.262 -1.651
H -4.480 -4.475 -2.030
H 7.561 0.655 -2.491
H -6.438 -4.000 -0.132
H 6.193 7.314 -2.779
H -7.853 -13.611 0.420
H -6.872 -9.015 -0.594
H -5.176 -8.879 -1.120
H -7.829 -11.757 1.930
H -3.105 -2.599 -3.019
H 0.847 3.930 9.680
H 3.859 -2.716 -5.386
H 9.666 1.934 -4.299
H 6.597 -2.604 -4.035
H -2.743 -2.794 -0.060
H 9.086 2.485 -2.708
H 1.786 -0.997 -3.367
H -3.340 8.661 -0.055
H 6.218 -2.827 -5.761
H 5.720 7.259 -0.075
H -1.144 5.130 2.066
H -2.908 2.477 3.315
H -6.204 -14.116 0.869
H -4.941 7.906 -0.252
H -4.748 2.525 2.859
H 1.015 -3.727 -0.448
H 0.607 -7.066 -5.673
H 5.507 8.732 -1.947
H 0.011 -0.256 -3.507
H 4.360 -3.425 -3.830
H 2.256 -7.570 -5.224
H -4.000 0.058 -0.063
H 0.631 -5.211 -4.163
H -5.684 -2.200 0.146
H 2.992 2.565 10.716
H 0.547 6.371 7.633
H -0.170 5.669 -0.688
H -4.049 -1.226 -2.139
H 1.679 -1.865 -5.611
H -1.277 7.147 5.309
H 1.693 -6.323 -3.263
H 0.043 -2.783 -5.252
H 0.340 4.152 -1.817
H 3.301 -1.018 0.232
H 0.371 7.721 5.667
H 0.429 4.670 3.010
H -3.839 4.162 3.128
H -0.943 3.388 2.841
H -1.209 6.670 7.651
H -4.694 -3.763 0.542
```

strongest force on any atom = 8.2 eV/Å
frontier orbital gap = 5.46 eV
HOMO = -10.3 eV
charge = +1
spin multiplicity = 1


Record 3
The following is a DFT calculation (ωB97M-V/def2-TZVPD) of a cluster of 10 separate species, C18H57ClN3O13 in total.

Structure (XYZ):
```
92
Properties=species:S:1:pos:R:3
Cl 0.102 0.115 -1.936
O -4.583 4.064 1.043
O -1.086 -5.368 -4.403
O 0.529 0.237 -0.578
O 5.291 -3.119 -5.596
O -0.174 1.407 -2.512
O 2.504 -5.135 2.993
O -3.593 -1.634 3.669
O -4.086 0.699 -5.432
O 6.699 3.477 -0.162
O -0.468 3.177 2.407
O 1.459 5.600 -3.663
O 1.075 -0.578 -2.696
O -1.080 -0.711 -1.988
N -7.472 3.100 3.334
N 6.845 4.855 2.613
N -5.370 -3.459 0.933
C 8.733 5.386 1.209
C 5.999 3.042 -1.240
C -5.184 3.678 -0.175
C 6.136 -3.152 -3.363
C -0.107 -7.542 -3.942
C -3.953 -2.544 2.598
C 6.420 4.858 0.045
C 7.214 5.380 1.292
C -2.310 -1.540 4.147
C 6.138 -3.895 -4.764
C -0.825 -6.333 -3.381
C 3.281 -3.595 1.528
C 2.143 -4.540 1.769
C -6.599 -2.803 2.831
C -5.374 -2.497 1.972
C -5.239 3.494 2.228
C -7.331 5.073 2.016
C -6.867 3.579 2.111
H 8.992 6.049 0.383
H 0.887 -7.180 -4.206
H 9.167 5.672 2.167
H -6.294 -3.584 3.528
H -6.131 4.095 -0.517
H -3.489 0.871 -4.704
H 5.114 -2.830 -3.165
H -1.871 -0.836 3.441
H -6.855 -1.892 3.371
H -4.398 -3.676 0.767
H -7.270 2.824 1.436
H -8.405 5.010 1.837
H 1.032 4.799 -3.967
H 7.095 -3.723 -5.256
H -0.044 -8.307 -3.168
H -0.619 -7.785 -4.872
H 6.846 3.856 2.467
H -4.625 -0.033 -5.132
H -4.404 4.006 -0.862
H 6.986 6.428 1.488
H 3.402 -2.940 2.391
H 5.859 -4.942 -4.881
H 4.957 2.793 -1.043
H -1.369 -4.579 -3.935
H -7.376 2.094 3.348
H -0.019 2.493 1.911
H 5.387 4.971 0.374
H 3.038 -2.892 0.731
H 5.632 -2.222 -5.594
H -0.206 -5.903 -2.593
H -5.178 2.593 -0.277
H 5.864 5.040 2.767
H 6.391 2.181 -1.782
H 0.935 5.881 -2.913
H -1.258 3.362 1.899
H -7.076 5.733 2.845
H -7.410 -3.112 2.172
H -5.689 -4.281 1.426
H 6.625 5.505 -0.808
H -4.839 2.480 2.227
H 9.261 4.442 1.078
H 6.833 -2.315 -3.341
H -6.876 5.463 1.106
H -4.854 3.919 3.154
H 6.503 -3.752 -2.529
H -6.963 3.537 4.089
H 2.044 -5.302 0.995
H 4.170 -4.177 1.284
H -5.400 -1.509 1.512
H -2.359 -1.158 5.167
H -1.762 -6.712 -2.973
H -3.912 -3.561 2.988
H -1.819 -2.513 4.118
H 6.026 3.729 -2.086
H 1.274 -3.891 1.875
H 2.954 -4.617 3.664
H -3.371 -2.380 1.691
```

strongest force on any atom = 4.2 eV/Å
frontier orbital gap = 8.44 eV
HOMO = -6.2 eV
charge = -1
spin multiplicity = 1